--- w ---
Here is one molecule with the formula C3H11ClN2Si from the OMol25 dataset. Energies are from wB97M-V/def2-TZVPD.

Geometry (Å):
C (-1.73, -2.36, -0.41)
C (1.71, 1.43, -0.94)
C (1.09, 1.04, 1.35)
N (-0.99, -1.28, 0.16)
N (0.70, 1.04, 0.06)
Si (-0.83, 0.39, -0.36)
Cl (-2.18, 1.61, 0.64)
H (-2.33, -2.20, -1.32)
H (-1.12, -3.16, -0.56)
H (-2.44, -2.72, 0.43)
H (1.32, 1.26, -2.00)
H (1.82, 2.51, -0.55)
H (2.59, 0.86, -0.92)
H (1.68, 1.91, 1.55)
H (0.24, 0.93, 2.04)
H (1.79, 0.09, 1.67)
H (-0.36, -1.50, 0.92)
H (-0.95, 0.15, -1.78)

The value obtained for the LUMO energy is 0.8 eV. The HOMO-LUMO gap comes out at 9.3 eV. As for the SMILES: CN[Si@@H](Cl)N(C)C.



--- x ---
Here is a 2-piece molecular cluster, C3H11ClN2Si overall from the OMol25 dataset. Energies are from wB97M-V/def2-TZVPD.

Geometry (Å):
C (-1.73, -0.25, -1.79)
C (1.17, -0.85, 1.76)
C (1.50, 1.88, 0.22)
N (-2.20, -1.04, -0.92)
N (-2.31, -0.80, 0.38)
Si (0.92, 0.08, 0.17)
Cl (2.20, -0.86, -1.11)
H (-1.66, -0.56, -2.77)
H (-1.48, 0.87, -1.53)
H (-0.49, -0.01, -0.61)
H (0.37, -1.66, 1.93)
H (2.08, -1.47, 1.72)
H (1.23, -0.26, 2.56)
H (1.01, 2.50, -0.53)
H (1.32, 2.37, 1.14)
H (2.49, 1.88, 0.00)
H (-2.36, -1.97, -1.25)
H (-2.05, 0.13, 0.63)

The value obtained for the LUMO energy is 0.8 eV. The HOMO-LUMO gap comes out at 8.9 eV.



Q: Which of them is the most stable? A: w.